3 unconnected molecules or ions with the total composition C32H68N4O7P. Source: the OMol25 dataset; level of theory: ωB97M-V/def2-TZVPD.

The spin multiplicity is 3. The calculation puts the calculated total energy at -63857.46809 eV. Its charge is +1.

Atoms and positions in Å:
C: 6.574258 1.451316 2.914612
C: 6.062290 0.057997 3.188369
O: 6.485288 -0.657293 4.045123
O: 5.017356 -0.355904 2.397750
C: 5.313629 -0.489477 0.993028
C: 4.136191 -1.197187 0.362600
C: 4.051889 -2.678923 0.739799
C: 3.316820 -2.951398 2.068714
C: 2.263030 -4.059209 1.966034
C: 1.206424 -3.984782 3.080825
C: -0.185858 -3.515503 2.609166
C: -0.939004 -2.695955 3.665685
N: -1.058068 -1.199364 3.377291
C: -2.066653 -1.019624 2.277971
C: -2.032151 0.288838 1.503245
N: -2.784237 0.108488 0.261192
C: 0.306222 -0.704436 3.024553
O: 0.331930 0.671979 3.310008
O: 1.341916 1.256200 2.492714
P: -1.537532 -0.514675 5.121475
C: -2.214395 1.136178 4.771330
O: -2.891340 -1.372822 5.345400
H: 7.549298 1.376432 2.429946
H: 5.902233 2.025542 2.283073
H: 6.726568 1.952373 3.867887
H: 6.223331 -1.087701 0.884821
H: 5.478401 0.495427 0.546698
H: 4.183105 -1.079697 -0.720157
H: 3.229218 -0.673707 0.686320
H: 5.070603 -3.064719 0.825899
H: 3.562172 -3.218367 -0.074855
H: 4.038832 -3.208131 2.843544
H: 2.831742 -2.024554 2.390552
H: 1.776235 -3.994583 0.988760
H: 2.751202 -5.033169 2.021335
H: 1.568886 -3.331778 3.880504
H: 1.089092 -4.966313 3.541354
H: -0.798066 -4.392920 2.400605
H: -0.114051 -2.987455 1.654246
H: -0.406047 -2.766556 4.616672
H: -1.952997 -3.041642 3.841587
H: -3.045231 -1.134609 2.749441
H: -1.957261 -1.845073 1.573633
H: -2.430527 1.107750 2.107645
H: -1.011814 0.548324 1.218740
H: -3.739818 -0.164602 0.477789
H: -2.873020 1.038419 -0.151797
H: 0.509992 -0.877455 1.969086
H: 1.024314 -1.243494 3.641575
H: 0.818907 1.666056 1.784329
H: -3.268299 1.120553 4.485627
H: -2.125944 1.672778 5.719578
H: -1.636393 1.679971 4.031535
H: -3.691546 -1.051912 4.909147
C: -3.444180 6.712330 0.013956
C: -2.798602 5.578557 -0.801564
C: -2.801489 5.911096 -2.300813
C: -4.175456 5.804257 -2.960026
C: -4.812332 4.445194 -2.686545
C: -4.896443 4.115671 -1.192793
N: -3.522061 4.276720 -0.597499
O: -2.778757 3.240483 -0.709695
C: -5.930818 4.994858 -0.488287
C: -5.294344 2.663585 -0.992454
C: -1.365574 5.400819 -0.312115
H: -3.936735 6.329543 0.907034
H: -2.669905 7.406570 0.338048
H: -4.169554 7.286908 -0.558256
H: -2.106733 5.236316 -2.809853
H: -2.404282 6.922525 -2.416556
H: -4.830583 6.611734 -2.623633
H: -4.062283 5.937130 -4.036833
H: -5.818689 4.391392 -3.108096
H: -4.216833 3.670090 -3.178865
H: -5.908712 4.830836 0.589981
H: -6.920584 4.718685 -0.852694
H: -5.804452 6.055884 -0.674253
H: -4.632316 2.010519 -1.555374
H: -6.320832 2.488074 -1.314687
H: -5.214821 2.410659 0.067412
H: -1.347191 5.096311 0.735619
H: -0.851387 6.358130 -0.402622
H: -0.826477 4.660624 -0.896667
C: 2.053518 -3.557613 -5.409691
C: 2.747718 -3.292724 -4.063071
C: 2.615861 -4.498292 -3.122954
C: 1.224455 -4.673160 -2.517128
C: 0.744811 -3.379282 -1.865106
C: 0.785679 -2.174424 -2.807366
N: 2.170830 -2.089269 -3.372119
O: 2.991030 -1.504256 -2.588381
C: -0.285723 -2.295633 -3.894611
C: 0.501300 -0.885431 -2.045419
C: 4.221639 -3.012767 -4.336696
H: 1.663099 -2.636874 -5.841062
H: 2.777780 -3.967266 -6.112429
H: 1.238679 -4.275665 -5.335311
H: 3.342965 -4.383379 -2.312363
H: 2.902341 -5.393067 -3.680857
H: 0.508180 -5.007799 -3.271744
H: 1.264729 -5.465263 -1.766576
H: -0.275048 -3.492754 -1.484208
H: 1.389361 -3.158681 -1.006447
H: -0.183313 -1.492790 -4.625314
H: -1.265448 -2.202506 -3.424704
H: -0.269385 -3.242562 -4.423950
H: 1.181055 -0.751030 -1.204824
H: -0.522359 -0.926732 -1.664379
H: 0.594307 -0.018803 -2.700112
H: 4.340612 -2.112898 -4.940873
H: 4.634636 -3.858618 -4.887654
H: 4.787997 -2.885595 -3.418527

Cartesian forces (eV/Å) of the 2 atoms listed first:
C 0.11 -0.14 0.00
C -0.12 0.06 -0.24